(1)
Below is a cluster of 2 separate species, C4H15N2O in total at a distorted geometry, with properties calculated with wB97M-V/def2-TZVPD.

Last column: Löwdin spin population.
Cartesian coordinates (Å):
O  -2.21333  -0.28589  1.88033  0.002
N  -0.36858  -0.48289  0.18518  0.012
N  2.20535  -1.03456  -0.78449  0.692
C  2.17503  -0.25856  0.38550  0.126
C  -1.53149  0.45509  -1.80575  0.001
C  -0.84401  0.76554  -0.58140  0.001
C  0.76781  0.05361  0.96782  0.059
H  -0.04107  -1.21988  -0.48205  0.006
H  0.68210  -0.20121  2.02449  0.008
H  0.08272  1.40206  -0.67686  0.000
H  -1.38133  1.11468  -2.82051  0.000
H  -1.07047  -0.87746  0.85985  0.000
H  -2.53901  -0.67447  2.65321  0.000
H  2.99555  -1.74874  -0.92750  0.010
H  -1.95080  0.58761  2.13040  0.000
H  2.25782  -0.42053  -1.72236  0.015
H  2.83210  -0.57216  1.12019  0.001
H  -2.60259  0.57952  -2.00513  0.000
H  -1.34443  -0.46257  -2.16669  0.000
H  2.63190  0.73956  0.23288  0.066
H  0.71305  1.03656  1.40461  0.000
H  -1.45634  1.50470  0.12828  0.001

Cartesian forces, eV/Å:
O 0.7 0.1 -1.8
N 1.1 1.4 -0.7
N 3.6 1.8 -3.5
C -1.2 1.1 0.5
C -2.2 3.8 -4.8
C -0.2 3.2 2.3
C 0.6 -1.1 2.2
H -0.6 0.7 0.6
H 0.5 -2.4 0.0
H -0.8 -0.9 -0.5
H 1.0 -1.0 2.7
H -0.4 0.5 -0.2
H -1.1 -1.2 2.0
H -1.5 0.5 0.8
H -0.1 1.0 0.4
H -1.3 -1.8 2.0
H 0.9 -1.7 1.6
H -0.3 -0.3 1.7
H 0.9 -3.6 -1.1
H -0.1 0.2 -1.1
H -0.6 1.6 -1.9
H 1.0 -2.1 -1.1

Its LUMO energy (spin up / spin down) is -0.2793 / -0.4971 Ha. Its spin multiplicity is 2. The HOMO-LUMO gap (spin up / spin down) comes out at 11.100 / 5.170 eV. The charge is +2. The value obtained for the total energy is -9396.5883 eV.

***

(2)
Below is a cluster of 3 separate species, C29H29BrCl2F3N5O2 in total at a distorted geometry, with properties calculated with wB97M-V/def2-TZVPD.

Last column: Löwdin charge in e.
Cartesian coordinates (Å):
Br  3.66748  -0.87492  1.45088  0.736
Cl  4.53977  2.05688  -2.82927  0.685
Cl  2.07826  3.53619  -1.63978  0.749
F  -0.91158  3.32464  -2.32920  0.156
F  -2.05275  2.00779  -3.60097  0.139
F  -0.95297  3.68044  -4.45198  0.161
O  -1.89089  -0.91259  -1.96650  0.062
O  0.18996  1.97412  -3.74842  0.056
N  1.52454  -4.17208  4.10331  0.052
N  -0.01819  -0.05378  2.32590  0.155
N  -1.92284  -1.32894  0.67675  0.222
N  -3.55218  6.09403  -6.63885  0.055
N  -2.82917  -2.30232  2.63493  0.125
C  -1.90547  -1.48391  1.96941  -0.309
C  1.07159  1.04506  -0.97472  -0.155
C  -0.90267  -0.31301  -1.23069  -0.187
C  3.38276  -5.18856  5.22086  -0.071
C  2.17122  1.81390  -1.61442  -0.681
C  -2.54081  -3.55448  2.75292  -0.368
C  0.07334  0.45539  -1.80368  -0.073
C  -2.45191  -4.47485  1.56905  -0.022
C  3.77379  -3.96018  5.72944  -0.075
C  3.22541  1.17970  -2.12879  -0.727
C  0.02477  0.09601  0.96514  -0.142
C  3.02429  -2.83915  5.41351  -0.068
C  -4.09610  4.28609  -5.16746  -0.065
C  -0.94210  -0.52930  0.16778  -0.115
C  2.09482  1.55562  1.24368  -0.184
C  -3.18849  5.12694  -5.79518  -0.144
C  -5.83673  5.45920  -6.30030  -0.078
C  2.84346  0.70132  2.25210  -0.734
C  -0.90487  2.72460  -3.52174  -0.702
C  -2.24127  -4.18376  4.06750  -0.027
C  1.05300  0.88558  0.38496  -0.119
C  0.09969  0.61387  -3.29864  -0.073
C  -0.95149  -0.81863  2.79884  -0.045
C  -5.44632  4.45859  -5.42659  -0.081
C  1.91334  -3.00068  4.60101  -0.158
C  -4.85138  6.24547  -6.87837  -0.161
C  3.95632  1.53768  2.88856  -0.150
C  3.38966  -0.30749  -2.15943  -0.109
C  2.25601  -5.24026  4.41503  -0.152
H  -3.16049  -5.29178  1.66944  0.088
H  -2.58502  -3.91037  0.65230  0.072
H  4.43686  -0.57946  -2.22601  0.071
H  1.61138  2.33164  1.84502  0.142
H  4.64854  -3.87839  6.36138  0.106
H  2.96285  -0.77269  -1.27551  0.026
H  4.64688  0.88661  3.41738  0.057
H  4.48352  2.12583  2.14334  0.079
H  -2.32369  -0.25040  -2.51579  0.102
H  -6.18326  3.82185  -4.95376  0.104
H  3.51286  2.17353  3.65521  0.083
H  -0.72202  0.10380  -3.78383  0.128
H  -1.15831  -4.06739  4.18990  0.073
H  -1.00749  -0.95902  3.87052  0.115
H  -2.74391  -3.68641  4.89100  0.086
H  3.29303  -1.86052  5.78650  0.103
H  -3.75567  3.51606  -4.49187  0.083
H  2.83090  2.06863  0.63201  0.092
H  -2.42823  -5.25581  4.04808  0.078
H  1.00289  0.12789  -3.65754  0.129
H  1.91857  -6.18155  3.99538  0.103
H  3.93817  -6.08919  5.44266  0.101
H  1.29791  -2.14874  4.32837  0.087
H  -1.43997  -4.89335  1.54188  0.092
H  -2.12824  5.04106  -5.62689  0.087
H  -6.87970  5.62882  -6.53022  0.099
H  2.21471  0.35830  3.05903  0.059
H  2.86643  -0.71817  -3.02429  0.079
H  -5.11284  7.03894  -7.57028  0.101

Cartesian forces, eV/Å:
Br -0.2 -0.2 -0.1
Cl 0.0 0.1 -0.1
Cl -0.1 0.1 0.2
F -0.1 -0.2 0.0
F 0.0 0.0 0.0
F 0.1 -0.2 0.2
O 0.0 0.0 0.0
O -0.5 0.0 0.1
N -0.1 0.0 0.0
N -0.1 -0.1 -0.1
N 0.4 0.3 0.2
N 0.0 0.0 0.0
N 1.8 0.0 1.9
C -1.5 -0.4 -1.2
C -0.2 0.1 -0.3
C -0.4 0.1 -0.3
C 0.0 0.0 0.0
C 0.5 -0.3 -0.2
C -0.8 0.1 -0.6
C -0.2 0.1 0.2
C 1.4 0.6 -0.2
C 0.0 0.0 0.0
C 0.0 0.1 0.1
C 0.1 0.0 0.2
C 0.0 0.0 0.0
C 0.0 0.0 0.0
C 0.0 -0.1 -0.1
C -0.3 -0.2 0.3
C -0.2 0.2 -0.2
C 0.0 0.0 0.0
C 0.8 0.8 0.4
C 0.3 0.2 -0.3
C -0.7 -0.3 0.1
C 0.2 0.1 0.1
C 0.7 -0.4 0.3
C 0.2 0.2 0.1
C 0.0 0.0 0.0
C -0.1 0.1 -0.1
C 0.0 0.0 0.0
C -0.3 -0.4 0.3
C -0.3 -0.1 0.0
C 0.0 0.0 0.0
H -0.1 0.0 0.0
H -0.3 -0.1 -0.1
H 0.1 0.0 0.0
H -0.1 0.1 0.0
H 0.0 0.0 0.0
H 0.0 0.0 0.1
H 0.2 0.0 -0.1
H 0.1 0.1 0.0
H 0.0 0.0 -0.1
H 0.0 0.0 0.0
H 0.0 0.3 -0.2
H -0.2 0.1 0.0
H 0.1 0.1 0.0
H -0.1 0.0 0.1
H 0.0 0.0 0.1
H 0.0 0.0 0.0
H 0.0 0.0 0.0
H 0.0 -0.1 -0.2
H -0.1 -0.1 0.2
H 0.1 0.3 -0.3
H 0.0 0.0 0.0
H 0.0 0.0 0.0
H 0.1 0.0 0.0
H -0.1 -0.3 0.0
H 0.0 0.0 0.0
H 0.0 0.0 0.0
H -0.3 -0.4 -0.2
H 0.1 -0.1 -0.1
H 0.0 0.0 0.0

As for the SMILES: CC(C)=Nc1cnc2c(C[C@H](C)Br)c(/C(Cl)=C(\C)Cl)c(COC(F)(F)F)c(O)c2n1.c1ccncc1.c1ccncc1. Its LUMO energy is -0.0079 Ha. Its spin multiplicity is 1. The HOMO-LUMO gap comes out at 8.418 eV. The value obtained for the total energy is -145327.8586 eV.